Formula: C22H37Br16N2
Source: OMol25
Level of theory: ωB97M-V with the def2-TZVPD basis set

```
77
Properties=species:S:1:pos:R:3:forces:R:3:mulliken_charge:R:1
C -2.165 4.486 -1.073 8.28 -8.50 -1.92 0.50
C -1.118 3.546 -1.316 -7.01 4.49 1.37 -0.32
N -0.294 2.275 -1.604 1.45 -1.22 2.36 0.54
C 0.423 1.573 -0.504 0.82 -0.94 1.01 0.15
C 1.316 0.206 -0.525 -2.06 1.58 -5.98 -0.14
C 1.415 -0.394 -2.089 -2.67 4.93 3.11 -0.13
C 0.581 0.583 -3.099 0.39 -0.44 0.97 -0.23
N -0.223 1.799 -2.872 2.68 -3.46 0.71 -0.58
H -3.192 5.036 -0.815 2.11 -0.67 -0.49 -0.13
H 0.331 2.091 0.569 0.01 -1.12 -2.77 0.37
H 1.844 -0.310 0.390 -1.44 1.49 -1.81 0.18
H 2.004 -1.367 -2.365 -1.29 2.15 0.27 0.31
H 0.636 0.241 -4.244 -0.42 1.18 2.84 0.34
Br 3.625 -3.807 -4.466 -0.02 0.16 0.15 -0.16
C 5.369 -3.631 -3.608 0.01 -0.22 -0.03 -0.52
C 5.284 -2.772 -2.369 0.20 0.04 0.08 -0.59
Br 5.170 -0.879 -2.828 -0.16 -0.02 0.07 -0.14
H 6.057 -3.240 -4.362 -0.17 -0.05 0.20 0.32
H 5.662 -4.653 -3.350 -0.05 0.20 -0.01 0.38
H 6.196 -2.865 -1.772 -0.14 -0.02 -0.15 0.38
H 4.419 -3.000 -1.741 0.21 -0.03 -0.21 0.37
Br 6.181 -2.125 -8.216 -0.12 -0.07 -0.02 -0.14
C 5.327 -3.680 -9.029 -0.08 0.12 -0.15 -0.56
C 4.605 -4.510 -7.994 -0.02 -0.27 -0.02 -0.45
Br 5.856 -5.578 -6.946 -0.13 0.12 0.02 -0.12
H 6.108 -4.231 -9.560 -0.17 0.09 0.23 0.38
H 4.621 -3.269 -9.756 0.08 -0.09 0.16 0.36
H 3.945 -5.238 -8.476 0.14 0.16 0.00 0.36
H 4.024 -3.912 -7.286 0.21 -0.08 -0.22 0.19
Br 1.125 -0.230 2.908 -0.06 0.05 0.10 -0.15
C -0.484 -1.262 3.297 -0.18 -0.01 0.14 -0.15
C -0.222 -2.746 3.190 -0.09 -0.11 -0.03 -0.54
Br -0.145 -3.316 1.326 0.11 0.04 0.04 -0.17
H -1.263 -0.908 2.615 0.21 -0.14 0.13 0.37
H -0.754 -0.990 4.321 0.10 -0.03 -0.13 -0.07
H -1.046 -3.316 3.627 0.11 0.18 -0.06 0.38
H 0.717 -3.055 3.657 -0.22 0.17 -0.10 0.39
Br 1.058 -0.336 6.538 -0.09 0.05 0.11 -0.12
C 0.096 -0.689 8.198 0.25 -0.08 0.04 -0.54
C -1.131 -1.535 7.950 -0.17 -0.01 0.18 -0.62
Br -2.576 -0.474 7.181 0.06 -0.09 -0.10 -0.11
H -0.129 0.281 8.649 -0.04 -0.28 -0.15 0.37
H 0.810 -1.222 8.832 -0.18 0.04 -0.10 0.36
H -1.531 -1.920 8.892 0.11 0.10 -0.15 0.37
H -0.951 -2.371 7.268 0.05 0.25 0.17 0.35
Br -3.476 1.603 2.612 0.11 0.02 0.03 -0.17
C -4.502 1.179 4.217 -0.05 -0.25 0.01 -0.54
C -5.842 1.877 4.209 -0.14 0.15 0.21 -0.51
Br -5.657 3.765 4.664 0.12 -0.11 -0.18 -0.13
H -3.878 1.445 5.074 -0.21 0.03 -0.23 0.24
H -4.633 0.093 4.192 -0.04 0.19 0.00 0.38
H -6.497 1.462 4.980 0.14 0.03 -0.07 0.31
H -6.351 1.830 3.242 0.22 -0.03 0.21 0.38
Br -8.187 4.502 -1.588 0.11 0.17 0.00 -0.10
C -7.123 5.895 -2.444 -0.29 -0.18 0.02 -0.60
C -5.648 5.572 -2.382 0.15 0.14 -0.39 -0.64
Br -4.923 5.924 -0.605 -0.83 0.31 0.26 -0.12
H -7.382 6.839 -1.957 0.16 -0.23 -0.12 0.37
H -7.469 5.919 -3.481 0.20 0.01 0.16 0.35
H -5.082 6.224 -3.053 -0.13 -0.07 0.13 0.38
H -5.422 4.529 -2.618 -0.16 0.23 0.11 0.40
Br -6.885 1.461 8.471 0.05 0.10 -0.09 -0.14
C -7.748 3.200 8.669 0.06 -0.05 0.21 -0.56
C -9.127 3.199 8.052 -0.15 0.17 -0.11 -0.56
Br -9.031 3.317 6.107 -0.13 -0.11 0.15 -0.13
H -7.076 3.941 8.228 -0.24 -0.20 0.02 0.35
H -7.808 3.366 9.748 -0.06 -0.04 -0.20 0.35
H -9.689 4.084 8.363 0.16 -0.14 -0.01 0.34
H -9.708 2.303 8.289 0.24 0.20 -0.01 0.36
Br 9.355 -4.580 -8.202 -0.04 0.20 0.02 -0.12
C 9.789 -2.699 -7.922 0.11 -0.08 -0.21 -0.30
C 10.751 -2.525 -6.770 0.05 0.19 0.06 -0.61
Br 9.841 -2.709 -5.054 0.05 -0.06 -0.04 -0.13
H 8.842 -2.171 -7.779 0.34 -0.19 0.05 0.09
H 10.246 -2.370 -8.859 -0.01 -0.03 0.21 0.34
H 11.167 -1.514 -6.764 -0.11 -0.17 -0.05 0.34
H 11.570 -3.250 -6.776 -0.27 0.14 -0.04 0.38
```
Forces are in eV/Å.

Orbital gap, eV: 6.1
Multiplicity: 1
Total charge: +1
Highest occupied orbital energy, eV: -11.07